146
Properties=species:S:1:pos:R:3 method="wB97M-V/def2-TZVPD" energy_ha=-3761.6362 charge=+2 largest_force_ev_per_a=11.7 lumo_energy_ev=-9.29 e_homo_ev=-12.19
Zr -1.214 4.730 0.329
F -0.668 0.642 2.686
F 1.170 1.788 2.854
F 6.589 3.367 2.335
F 1.362 -0.213 2.314
F -6.415 -6.059 0.025
F -0.125 -4.612 -1.507
F 4.871 -3.114 -4.010
F 3.532 1.500 6.174
F 1.220 1.193 -3.356
O -0.445 0.740 -0.143
O -0.940 5.151 2.500
O -4.381 -1.427 -4.036
O -2.667 3.285 1.475
O -6.267 0.785 0.100
O 0.165 -0.805 6.547
O 0.067 2.822 0.491
O -2.212 3.254 -1.343
C 4.257 3.070 -2.779
C -5.487 -5.233 0.434
C 4.105 0.587 5.406
C -4.030 -1.268 -5.215
C 6.042 -0.491 4.524
C -4.389 -5.005 -0.412
C 4.609 0.784 0.968
C -5.489 -4.683 1.701
C 3.133 -1.575 -4.542
C 3.258 -0.276 4.697
C 1.820 -1.341 -5.012
C -5.120 -1.255 -0.339
C 0.330 1.562 6.129
C 0.990 0.552 8.384
C 3.284 -3.281 0.382
C 2.231 -3.818 1.144
C 3.642 3.189 -5.111
C 1.082 -2.410 -5.511
C -6.119 -0.153 -0.662
C 5.488 0.498 5.332
C -3.504 2.605 2.079
C -0.137 -0.603 -0.512
C -6.938 -0.220 -1.943
C 7.014 1.994 0.528
C -0.581 4.527 4.845
C 3.210 -3.281 -1.028
C 4.974 1.849 1.754
C 0.589 0.865 2.140
C -2.555 2.641 -2.348
C 3.137 2.307 -2.500
C -3.653 1.147 1.764
C 2.044 -3.697 -1.655
C -3.415 -3.585 1.267
C -1.671 2.366 -3.559
C 4.520 3.518 -4.096
C 0.990 -4.190 -0.877
C 2.585 2.331 -4.860
C 3.700 -2.844 -4.605
C 1.657 -3.681 -5.574
C -4.542 3.230 3.017
C 6.625 0.918 -0.305
C -4.467 -3.875 2.138
C -0.895 5.588 3.845
C 2.296 1.917 -3.573
C -4.940 -1.444 -6.378
C 2.975 -3.896 -5.196
C 5.375 0.360 -0.079
C 3.812 -1.361 3.992
C 6.190 2.408 1.573
C 0.401 0.350 6.991
C 1.087 -4.286 0.513
C 0.491 1.457 0.619
C -0.811 -0.811 -1.856
C -2.568 -0.946 -5.575
C -3.352 -4.132 -0.008
C -3.962 2.080 -2.371
C 5.197 -1.476 3.912
H -2.294 2.384 -4.453
H -4.798 -1.048 0.682
H -0.168 6.394 3.943
H 4.175 -2.953 0.898
H -4.421 2.465 -3.282
H -4.558 2.364 -1.503
H 1.814 -3.712 -2.710
H 3.124 -2.048 3.520
H 7.272 0.677 -1.135
H -4.515 -3.421 3.117
H -0.228 2.316 6.683
H 0.903 -0.899 -0.654
H -4.479 -2.287 -6.893
H 5.562 -2.248 3.251
H 0.087 -2.144 -5.840
H 7.094 -0.433 4.289
H 4.004 -2.791 -1.571
H 3.658 0.320 1.188
H 1.948 1.047 8.224
H 0.209 3.854 4.510
H -0.776 2.987 -3.608
H 1.475 1.356 0.161
H -0.482 -1.279 0.270
H 0.191 -4.544 1.058
H -0.864 -1.888 -2.019
H -4.663 0.785 1.954
H 0.314 1.172 8.973
H -7.457 0.734 -2.038
H -3.813 1.002 -2.424
H -3.358 0.981 0.728
H 5.319 4.211 -4.315
H 3.786 -0.826 -4.120
H -1.459 3.936 5.106
H -2.570 0.139 -5.685
H -0.256 5.039 5.751
H 2.185 -0.156 4.674
H -5.464 3.513 2.510
H -4.131 4.178 3.365
H -0.197 1.332 5.203
H -2.505 -3.998 -0.665
H -1.405 1.313 -3.460
H 5.109 -0.528 -0.634
H -4.637 2.549 3.863
H 1.121 -4.500 -6.031
H -6.253 -4.957 2.413
H -4.285 -1.171 -1.035
H -6.325 -0.386 -2.829
H 3.701 3.645 -6.088
H -1.843 -1.244 -4.818
H -1.824 6.087 4.118
H 2.977 2.001 -1.477
H 1.058 -0.394 8.922
H -2.304 -1.356 -6.550
H -2.988 0.553 2.390
H 1.916 2.011 -5.644
H 2.402 -3.922 2.205
H 6.111 1.260 5.778
H -0.327 -0.349 -2.716
H -5.011 -0.616 -7.083
H -1.839 -0.449 -1.840
H 3.292 -4.926 -5.133
H -5.956 -1.671 -6.053
H 1.292 1.975 5.824
H 1.388 -0.354 -5.080
H 7.898 2.592 0.364
H -2.562 -3.015 1.606
H -5.613 -2.224 -0.412
H -4.391 -5.459 -1.392
H 4.903 3.342 -1.958
H 4.222 2.113 2.483
H -7.653 -1.041 -1.904